1.
{"formula": "C12H14N2O4", "method": "ωB97M-V/def2-TZVPD", "elements": ["C", "O", "C", "C", "C", "C", "C", "N", "C", "C", "O", "O", "C", "C", "O", "C", "C", "N", "H", "H", "H", "H", "H", "H", "H", "H", "H", "H", "H", "H", "H", "H"], "coordinates": [[2.3178, 3.4808, 2.9006], [1.4174, 2.7998, 2.0647], [2.0142, 1.7208, 1.3914], [1.0213, 1.0240, 0.5084], [-0.3100, 1.4540, 0.4466], [-1.2163, 0.8144, -0.3590], [-2.6320, 1.2854, -0.4343], [-0.8264, -0.2474, -1.1012], [-1.7184, -0.9705, -1.9842], [-1.4474, -2.4809, -1.9207], [-1.4911, -3.2062, -2.8718], [-1.3678, -2.8830, -0.6454], [-1.0592, -4.2584, -0.4558], [0.4867, -0.7449, -1.1149], [0.7399, -1.7042, -1.8246], [1.4155, -0.0532, -0.2588], [2.7466, -0.5140, -0.2201], [3.8381, -0.8608, -0.1557], [1.7571, 4.2886, 3.3661], [3.1546, 3.8980, 2.3275], [2.7190, 2.8179, 3.6767], [2.8620, 2.0711, 0.7776], [2.4257, 0.9957, 2.1150], [-0.6050, 2.2987, 1.0434], [-2.7468, 2.1871, 0.1600], [-3.3137, 0.5308, -0.0419], [-2.9163, 1.5078, -1.4619], [-2.7565, -0.8099, -1.6977], [-1.5647, -0.6585, -3.0221], [-1.7588, -4.8828, -1.0147], [-1.1408, -4.4441, 0.6121], [-0.0445, -4.4561, -0.8053]], "gap_ev": 8.65, "lumo_energy_ev": -0.14, "smiles": "COCc1cc(C)n(CC(=O)OC)c(=O)c1C#N"}


2.
{"formula": "C12H14N2O4", "method": "ωB97M-V/def2-TZVPD", "elements": ["N", "C", "O", "C", "O", "O", "C", "C", "C", "C", "O", "N", "C", "C", "C", "C", "C", "C", "H", "H", "H", "H", "H", "H", "H", "H", "H", "H", "H", "H", "H", "H"], "coordinates": [[0.7944, 1.6592, 1.9191], [2.0343, 1.7065, 1.0538], [2.0659, 2.6343, -0.1150], [2.8778, 1.9818, -1.1939], [2.8890, 2.2363, -2.5164], [3.6703, 0.9406, -0.4595], [2.6453, 0.3233, 0.4098], [1.3888, -0.3456, -0.4685], [0.8744, -1.6626, 0.3607], [0.1393, -2.8143, -0.5446], [0.8839, -3.8589, -0.9550], [-1.3338, -2.8469, -0.9305], [-1.9004, -1.4782, -0.6244], [-1.7642, -0.3243, -1.7895], [-2.3353, 1.1829, -1.4417], [-3.0217, 1.5249, 0.0273], [-3.1902, 0.3379, 1.1590], [-2.6201, -1.1669, 0.8154], [-0.0028, 2.2048, 1.5244], [0.5242, 0.6900, 2.1969], [2.8794, 2.0171, 1.8080], [3.2156, -0.4219, 1.1130], [0.5672, 0.5192, -0.5081], [1.7293, -0.5877, -1.5866], [0.1963, -1.3779, 1.2707], [1.8520, -2.1710, 0.8180], [-1.7676, -3.5912, -0.3057], [-1.2539, -0.5240, -2.8368], [-2.2178, 2.0402, -2.2510], [-3.4047, 2.6106, 0.2604], [-3.6915, 0.6003, 2.1890], [-2.7234, -2.0381, 1.6017]], "gap_ev": 8.52, "lumo_energy_ev": -0.48, "smiles": "N[C@@H]1OC(=O)O[C@@H]1CCC(=O)Nc1ccccc1"}


Computed relative energies in units of hartree: 1 0.0000; 2 0.4424


1.
{"formula": "C3H11NO2S", "method": "ωB97M-V/def2-TZVPD", "elements": ["O", "C", "N", "C", "C", "S", "H", "H", "H", "H", "H", "H", "H", "H", "H", "O", "H", "H"], "coordinates": [[-1.3638, 1.8807, 2.4181], [-1.4609, 1.8601, 1.0151], [-1.5841, 0.5147, 0.4745], [-0.3614, 0.0245, -0.1784], [-0.3453, -1.4909, -0.2413], [0.8292, -2.0275, -1.5472], [-0.5524, 1.4309, 2.6867], [-0.6146, 2.3979, 0.5597], [-2.3390, 2.4623, 0.7726], [-2.3461, 0.5186, -0.2008], [0.4688, 0.3951, 0.4106], [-0.2399, 0.4359, -1.1908], [-1.3203, -1.8829, -0.4957], [-0.0266, -1.9214, 0.7019], [0.3122, -3.2440, -1.7528], [2.7982, 1.0897, -0.2141], [2.9575, 0.8128, -1.1260], [3.5937, 0.8086, 0.2535]], "gap_ev": 9.76, "lumo_energy_ev": 0.62, "smiles": "OCNCCS.O"}


2.
{"formula": "C3H11NO2S", "method": "ωB97M-V/def2-TZVPD", "elements": ["N", "C", "C", "O", "C", "S", "H", "H", "H", "H", "H", "H", "H", "H", "H", "O", "H", "H"], "coordinates": [[0.5124, 0.9988, 0.9227], [1.1272, 0.2140, -0.1929], [0.3408, 0.8744, -1.4513], [-0.8705, 1.2881, -0.8774], [0.8700, -1.2416, -0.1897], [1.7100, -2.0183, 1.2073], [-0.5631, 0.9456, 0.8970], [0.7272, 2.0154, 0.9052], [2.2500, 0.4101, -0.2609], [0.1836, 0.0893, -2.2442], [0.9390, 1.7634, -1.5878], [-1.4218, 0.5186, -0.7709], [1.1683, -1.8842, -1.0818], [-0.2115, -1.3135, -0.0100], [2.3415, -0.9190, 1.6259], [-2.7260, -0.6115, 0.9063], [-3.4216, -0.1299, 0.4776], [-2.9556, -0.9995, 1.7249]], "gap_ev": 8.77, "lumo_energy_ev": 0.44, "smiles": "N[C@H](CO)CS.O"}


3.
{"formula": "C3H11NO2S", "method": "ωB97M-V/def2-TZVPD", "elements": ["N", "C", "C", "O", "C", "S", "H", "H", "H", "H", "H", "H", "H", "H", "H", "O", "H", "H"], "coordinates": [[-2.2549, -0.1974, 0.8093], [-1.2453, 0.3542, -0.1474], [-1.6675, 0.5498, -1.5961], [-2.9596, 1.0979, -1.7710], [0.1051, -0.6045, -0.0710], [0.4635, -1.0493, 1.6333], [-2.7324, -1.0154, 0.4330], [-3.0253, 0.4649, 0.6757], [-0.7655, 1.2404, 0.2792], [-1.4598, -0.3494, -2.2118], [-0.9063, 1.2091, -2.0098], [-3.4790, 0.9165, -0.9889], [0.8098, -0.0093, -0.6167], [-0.2286, -1.5652, -0.4621], [0.0318, -2.2734, 1.4292], [6.1887, 0.2647, 1.8560], [6.2691, 1.1447, 1.4573], [6.8560, -0.1783, 1.3017]], "gap_ev": 9.46, "lumo_energy_ev": 0.73, "smiles": "N[C@H](CO)CS.O"}


4.
{"formula": "C3H11NO2S", "method": "ωB97M-V/def2-TZVPD", "elements": ["N", "C", "C", "O", "C", "S", "H", "H", "H", "H", "H", "H", "H", "H", "H", "O", "H", "H"], "coordinates": [[-0.5883, 0.0965, -1.2850], [0.4714, -0.0324, -0.2973], [1.6637, -0.6850, -0.9924], [2.7938, -0.8835, -0.1256], [0.0650, -0.7836, 0.9467], [-0.6231, 0.2244, 2.3059], [-0.7148, 0.9749, -1.7543], [-1.4288, -0.4112, -1.0968], [0.7963, 0.9988, -0.0869], [1.9678, -0.0770, -1.8318], [1.3686, -1.6824, -1.3142], [2.8115, -0.1291, 0.4748], [0.9451, -1.2706, 1.3452], [-0.6630, -1.5471, 0.7332], [0.5027, 0.4478, 2.9888], [-3.2590, 1.1986, -0.0195], [-3.4897, 1.9515, -0.5822], [-2.6193, 1.6093, 0.5912]], "gap_ev": 9.50, "lumo_energy_ev": 0.61, "smiles": "N[C@H](CO)CS.O"}


Computed relative energies in units of hartree: 1 0.0019; 2 0.0484; 3 0.0370; 4 0.0000


1.
{"formula": "C4H3NS2", "method": "ωB97M-V/def2-TZVPD", "elements": ["S", "C", "C", "C", "C", "S", "N", "H", "H", "H"], "coordinates": [[-2.5510, -1.0401, -0.0597], [-1.1048, -0.4249, -0.0295], [-0.7429, 1.0490, -0.0657], [0.5866, 1.0664, 0.0957], [1.0718, -0.3745, 0.0497], [2.6337, -0.9628, -0.0819], [0.1060, -1.1545, 0.0430], [-1.4046, 1.9612, -0.0298], [1.1609, 2.0151, -0.2655], [0.2443, -2.1350, 0.3435]], "gap_ev": 7.15, "lumo_energy_ev": -1.69, "smiles": "S=C1C=CC(=S)N1"}


2.
{"formula": "C4H3NS2", "method": "ωB97M-V/def2-TZVPD", "elements": ["S", "C", "C", "C", "N", "C", "S", "H", "H", "H"], "coordinates": [[-1.1250, 1.3331, 2.2179], [-1.0917, 0.5187, 0.9426], [-1.3126, -0.2961, -0.0616], [-0.3024, -0.7605, -1.0065], [0.9072, -0.5741, -0.7793], [1.6445, 0.0914, 0.1063], [2.0516, 1.6951, -0.1037], [-2.3057, -0.1634, -0.3932], [-0.4291, -1.3633, -1.8614], [1.9631, -0.4809, 0.9389]], "gap_ev": 7.60, "lumo_energy_ev": -0.88, "smiles": "S=C=C/C=N\\C=S"}


3.
{"formula": "C4H3NS2", "method": "ωB97M-V/def2-TZVPD", "elements": ["C", "C", "C", "S", "C", "N", "S", "H", "H", "H"], "coordinates": [[2.9319, -0.0111, 0.6341], [1.8715, 0.0051, 0.0552], [0.6089, 0.0140, -0.6765], [-0.4140, 1.4755, -0.2846], [-1.6082, 0.5675, 0.6391], [-1.6284, -0.6903, 0.6461], [-0.4419, -1.4586, -0.2792], [3.8574, -0.0499, 1.1634], [0.7606, 0.0233, -1.7594], [-2.3504, 1.1366, 1.1825]], "gap_ev": 9.39, "lumo_energy_ev": 0.69, "smiles": "C#C[C@@H]1SC=NS1"}


Computed relative energies in units of hartree: 1 0.0000; 2 0.0440; 3 0.0340


1.
{"formula": "C12H24Cl12", "method": "ωB97M-V/def2-TZVPD", "elements": ["Cl", "C", "C", "Cl", "H", "H", "H", "H", "Cl", "C", "C", "Cl", "H", "H", "H", "H", "Cl", "C", "C", "Cl", "H", "H", "H", "H", "Cl", "C", "C", "Cl", "H", "H", "H", "H", "Cl", "C", "C", "Cl", "H", "H", "H", "H", "Cl", "C", "C", "Cl", "H", "H", "H", "H"], "coordinates": [[-8.6012, -4.7802, 0.8684], [-8.1177, -3.4841, -0.2577], [-7.6002, -4.2176, -1.4801], [-7.0334, -3.1001, -2.7066], [-7.3493, -2.9080, 0.2578], [-9.0267, -2.9213, -0.4702], [-8.3608, -4.8291, -1.9656], [-6.8085, -4.8929, -1.1557], [-1.2955, 0.0800, 1.0425], [0.1792, -0.8411, 0.7087], [1.1393, -0.1736, -0.2721], [0.1747, -0.1506, -1.8211], [-0.2242, -1.7588, 0.2807], [0.7694, -1.0189, 1.6077], [2.0066, -0.8317, -0.3265], [1.4077, 0.8610, -0.0584], [4.8530, 5.8460, 1.2080], [4.6197, 7.0102, -0.0555], [5.8061, 7.0407, -1.0510], [7.3637, 7.6399, -0.4230], [4.3775, 7.9921, 0.3510], [3.8149, 6.6294, -0.6844], [5.5509, 7.5649, -1.9720], [5.9036, 6.0161, -1.4097], [-4.0301, 6.5039, -3.8361], [-4.5575, 4.9764, -3.1544], [-5.7137, 5.2706, -2.1055], [-7.3376, 5.5961, -2.8284], [-3.6893, 4.6192, -2.6007], [-4.7771, 4.2177, -3.9055], [-5.4498, 6.1039, -1.4544], [-5.8287, 4.4644, -1.3811], [-4.9087, -7.4452, 6.3522], [-4.7461, -8.9070, 5.2962], [-3.2555, -9.0508, 4.8044], [-2.6124, -7.4732, 4.1622], [-5.4880, -8.9599, 4.4994], [-4.8528, -9.8137, 5.8916], [-3.2395, -9.7860, 3.9999], [-2.5496, -9.3880, 5.5635], [13.0388, 2.0612, -0.6160], [11.7294, 1.3614, -1.5873], [10.6344, 0.6583, -0.6935], [9.2481, 0.3189, -1.8172], [12.1928, 0.7067, -2.3253], [11.3913, 2.2134, -2.1771], [10.1698, 1.2657, 0.0832], [11.0829, -0.2863, -0.3859]], "gap_ev": 11.09, "lumo_energy_ev": 0.35, "smiles": "ClCCCl.ClCCCl.ClCCCl.ClCCCl.ClCCCl.ClCCCl"}


2.
{"formula": "C12H24Cl12", "method": "ωB97M-V/def2-TZVPD", "elements": ["Cl", "C", "C", "Cl", "H", "H", "H", "H", "Cl", "C", "C", "Cl", "H", "H", "H", "H", "Cl", "C", "C", "Cl", "H", "H", "H", "H", "Cl", "C", "C", "Cl", "H", "H", "H", "H", "Cl", "C", "C", "Cl", "H", "H", "H", "H", "Cl", "C", "C", "Cl", "H", "H", "H", "H"], "coordinates": [[-3.9315, 17.9745, -31.6628], [-5.2171, 18.4140, -30.4865], [-5.1196, 17.6186, -29.1994], [-5.8889, 15.9846, -29.2280], [-6.2129, 18.2667, -30.9044], [-5.2527, 19.4654, -30.2015], [-5.5296, 18.1204, -28.3229], [-4.0758, 17.5380, -28.8962], [-3.0447, 9.9982, -28.0840], [-2.9890, 11.1661, -29.3912], [-1.5498, 11.5829, -29.7403], [-0.5548, 10.2689, -30.4411], [-3.5618, 12.0186, -29.0260], [-3.5422, 10.7871, -30.2505], [-0.9484, 11.9324, -28.9011], [-1.5975, 12.4537, -30.3941], [-8.2372, 15.8913, -29.3839], [-9.3843, 14.5156, -29.5694], [-10.5771, 14.8871, -30.4390], [-9.9924, 14.9997, -32.1497], [-9.7457, 14.5223, -28.5411], [-8.7684, 13.6492, -29.8103], [-10.9874, 15.8564, -30.1558], [-11.2567, 14.0511, -30.2737], [-4.7208, 9.3084, -28.8298], [-6.4180, 9.7051, -28.9197], [-6.8080, 11.0731, -28.3341], [-8.5984, 11.3129, -28.4172], [-7.0346, 8.9289, -28.4663], [-6.6773, 9.8045, -29.9737], [-6.3864, 11.9893, -28.7475], [-6.6589, 11.1207, -27.2554], [-4.0818, 10.5967, -31.3498], [-5.6480, 11.3054, -31.8992], [-6.2985, 10.4135, -32.9508], [-6.9376, 8.9089, -32.4323], [-5.3687, 12.2460, -32.3740], [-6.3192, 11.4921, -31.0610], [-5.5647, 10.0693, -33.6796], [-7.0814, 10.9500, -33.4869], [-4.0894, 13.0240, -30.0612], [-5.3804, 13.9589, -29.2035], [-6.6224, 14.2912, -30.0613], [-7.3185, 12.8002, -30.7546], [-4.8605, 14.8580, -28.8727], [-5.5690, 13.4265, -28.2713], [-6.3161, 14.9176, -30.8991], [-7.3737, 14.8460, -29.4993]], "gap_ev": 6.44, "lumo_energy_ev": 0.00}


Computed relative energies in units of hartree: 1 0.0000; 2 0.8966


1.
{"formula": "C6H11N4O", "method": "ωB97M-V/def2-TZVPD", "elements": ["C", "C", "N", "C", "N", "C", "N", "N", "C", "O", "C", "H", "H", "H", "H", "H", "H", "H", "H", "H", "H", "H"], "coordinates": [[-2.9396, -1.4077, 0.0801], [-1.6359, -0.8073, -0.1519], [-0.5787, -1.5384, -0.0532], [0.6945, -1.0700, -0.1134], [1.8339, -1.6736, -0.0264], [2.8903, -0.7554, 0.0848], [2.1707, 0.6386, 0.0765], [0.8324, 0.4062, -0.2309], [-0.2399, 1.2222, 0.3493], [0.1276, 2.5153, -0.0942], [-1.5158, 0.7117, -0.2539], [-2.9075, -2.4222, -0.2492], [-3.7272, -0.7203, -0.3412], [-3.1707, -1.4758, 1.1670], [3.5788, -0.9561, 0.9144], [3.5303, -0.8759, -0.7915], [2.2798, 1.1191, 1.0373], [2.6179, 1.3310, -0.6868], [-0.0863, 1.3105, 1.3909], [0.1717, 2.5168, -1.0060], [-1.5699, 0.7967, -1.3710], [-2.3565, 1.1346, 0.2693]], "gap_ev": 10.01, "charge": 1, "lumo_energy_ev": -3.76, "smiles": "CC1=NC2=NC[NH2+]N2[C@@H](O)C1"}


2.
{"formula": "C6H11N4O", "method": "ωB97M-V/def2-TZVPD", "elements": ["C", "C", "C", "C", "C", "C", "N", "N", "N", "N", "O", "H", "H", "H", "H", "H", "H", "H", "H", "H", "H", "H"], "coordinates": [[-0.0172, 0.7277, 1.5343], [-0.0679, -0.5877, 1.7329], [0.0296, -1.0717, -0.6081], [0.2595, -0.5859, -2.8834], [0.0389, 1.4097, 0.1320], [-0.0776, -1.2082, 3.0295], [-0.0539, -1.3848, -1.8011], [-0.0187, -1.4844, 0.6317], [0.8314, 0.7977, -0.8247], [0.5287, 0.9691, -2.1033], [-1.3472, 1.4570, -0.3891], [0.0622, 1.5433, 2.2345], [1.2969, -0.9563, -3.3605], [-0.5241, -0.5672, -3.6853], [0.1874, 2.4822, 0.1460], [-0.4093, -0.5207, 3.8911], [0.9141, -1.7990, 3.0984], [-0.8589, -2.0771, 3.0827], [0.1438, -2.3419, 0.9716], [1.3093, 1.4060, -2.5899], [-0.3676, 1.5842, -2.2040], [-1.8595, 2.2081, -0.0352]], "gap_ev": 9.61, "charge": 1, "lumo_energy_ev": -3.15}


Computed relative energies in units of hartree: 1 0.0000; 2 0.0756